# 1
ORCA calculation (ωB97M-V/def2-TZVPD) on C37H62ClN9O7PSTi as an isolated structure in a non-equilibrium geometry.

The geometry in XYZ format:
```
119
Properties=species:S:1:pos:R:3:mulliken_charge:R:1
Ti 0.56276 0.26341 -0.14959 0.595
Cl 0.77492 -1.00269 -2.13215 -0.740
S -3.18261 0.32800 3.76477 0.832
P 2.94827 -1.96092 0.58083 -2.070
O 0.23560 1.72464 -1.10633 1.283
O -1.60365 3.10828 0.94742 0.081
O 2.03765 -0.76366 0.88369 -0.489
O 1.08319 2.34110 1.40739 -0.169
O -2.86052 1.32253 4.80548 -0.717
O -0.23102 0.15306 2.25203 1.080
O -2.57779 0.75595 -4.05375 -0.302
N 3.87841 -1.57562 -0.70227 1.122
N -1.99683 -1.14109 0.58942 -0.308
N -3.13045 -1.55880 0.01175 0.871
N -3.36081 -0.98298 -1.13866 -0.935
N 2.14020 -3.37602 0.44460 1.046
N 3.96705 -2.31878 1.81434 0.162
N -3.32875 3.17229 -2.76121 0.198
N -4.06721 -2.46169 0.62186 -0.845
N -1.44224 -0.33647 -0.21466 1.552
C 1.58033 2.62969 -2.79456 -0.125
C -4.02033 4.00835 -6.32100 -0.603
C -0.83561 3.14986 -2.78459 1.663
C -4.41850 -1.04511 5.58433 -0.788
C 4.54075 -2.69404 4.05063 -0.722
C -5.59210 -0.63430 4.68793 -0.691
C 3.34327 -2.66159 3.13987 -0.119
C 5.34527 -1.88419 -2.52783 -0.771
C 1.79713 3.35382 -3.98500 -1.232
C -2.31645 -0.22581 -1.30943 -1.188
C 2.82728 -4.68414 0.51418 -0.696
C -3.57461 2.85442 -6.95870 -0.822
C -3.99339 4.04301 -4.92542 -0.115
C 5.20460 -1.50246 2.08042 -0.078
C 0.78184 -3.56925 -0.13314 0.410
C 0.12342 -1.00630 2.99881 -0.493
C 4.66980 -2.62162 -1.34743 -0.367
C 0.58677 -5.09099 -0.09555 -0.780
C -3.47896 3.00945 -4.15825 -0.274
C 5.44239 -0.46475 -2.02372 -0.865
C -2.03167 -0.37342 -4.74569 -0.903
C 4.13569 -0.24543 -1.27549 -0.285
C -3.12743 1.77052 -6.19120 -0.491
C 1.97808 -5.59594 -0.35522 -0.854
C 0.67186 3.96413 -4.54283 -0.646
C -0.27457 1.33293 3.09499 0.500
C -2.09415 2.95063 -2.17676 -1.300
C 0.74670 3.70943 1.05228 -0.665
C 1.01247 2.05345 2.81800 -1.203
C -2.85430 3.27660 1.53332 -1.217
C -5.02103 0.29430 3.61828 -0.879
C -3.24305 -1.21071 4.65621 -0.906
C 0.31870 2.49279 -2.24664 -0.280
C 5.30087 -1.47378 3.61156 -0.831
C -0.63389 3.91779 -3.99037 -1.230
C -3.06992 1.79739 -4.82584 0.712
C -0.68126 4.09867 1.39543 -0.722
H -2.83093 3.25906 2.62056 0.558
H -1.43527 4.50715 -4.41461 0.609
H -0.80951 4.19946 2.49024 0.337
H 6.28100 -2.37529 -2.80066 0.399
H 3.81412 -4.58464 0.17859 0.438
H 2.33998 2.13291 -2.22356 0.463
H -3.44458 -1.96063 3.85430 0.305
H 3.30217 0.02050 -1.94589 0.010
H -5.28992 1.35904 3.79535 0.414
H -1.26444 -0.06227 -5.47178 0.479
H 0.19124 -5.47912 0.86282 0.334
H -4.69026 -1.95992 6.11692 0.410
H 0.51693 -1.76021 2.32666 -0.259
H -2.81794 0.84725 -6.69592 0.375
H 2.82145 -5.07544 1.57856 0.319
H 1.13200 2.95337 3.39242 0.562
H 5.43457 -3.03762 -0.70820 0.446
H 4.05891 -3.45710 -1.70174 0.005
H -4.16012 3.24709 -2.21681 0.309
H -1.55325 -0.91883 -3.94687 0.069
H 2.14510 -6.63945 -0.13762 0.449
H 6.33027 -1.51418 3.94628 0.419
H -4.38773 4.88607 -6.88209 0.354
H 1.42225 4.37805 1.59498 0.540
H -2.09432 2.69144 -1.12275 0.205
H -0.06725 -5.42702 -0.89307 0.450
H -3.28854 4.25223 1.21344 0.305
H 5.14923 -3.56673 3.73057 0.294
H 1.86281 1.42651 3.06239 0.182
H 4.21591 0.51085 -0.52628 0.381
H -2.20139 0.53362 -2.07648 0.973
H -6.38462 -0.03956 5.15712 0.285
H 4.26535 -2.75521 5.10788 0.367
H -5.24853 0.01473 2.58321 0.349
H 4.90850 -0.52644 3.95477 0.303
H 0.74244 -3.22853 -1.15892 0.072
H -0.45619 1.07470 4.13499 0.777
H -6.07686 -1.50994 4.29650 0.358
H 5.55993 0.17599 -2.88865 0.398
H 2.79568 3.52548 -4.36754 0.449
H 2.62164 -1.88675 3.45252 -0.166
H -2.29077 -1.40617 5.15792 0.509
H 5.14360 -0.50074 1.63390 0.096
H 6.09342 -2.03043 1.67037 0.286
H 0.94135 3.80970 -0.01236 -0.043
H -0.87900 5.03803 0.91432 0.658
H 4.66016 -1.84644 -3.38170 0.288
H -0.73285 -1.40216 3.54051 -0.180
H -3.52206 2.50871 1.14964 0.189
H -1.10475 1.91427 2.71805 -1.000
H -4.34093 4.92162 -4.42196 0.442
H 2.81246 -3.61918 3.11294 0.320
H 2.21075 -5.38562 -1.39034 0.263
H -4.96877 -2.15833 0.30088 0.293
H -4.14911 -0.23570 6.28924 0.312
H 0.03897 -3.03760 0.45668 -0.472
H 6.29500 -0.31915 -1.31631 0.283
H -3.59396 2.73401 -8.02966 0.422
H 0.90334 -0.79808 3.74892 0.601
H -3.93650 -3.38866 0.28214 0.242
H 0.83320 4.51457 -5.43502 0.470
H -2.81554 -0.95721 -5.24642 0.304
```

* Kohn-Sham gap (alpha / beta): 6.064 / 8.283 eV
* relative energy (zero: lowest compared OMol25 entry of this formula, charge and spin): 15.12 kcal per mole
* total charge: +1
* multiplicity: 3
* F_max: 2.96 eV/A
* HOMO level (alpha / beta): -7.79 / -10.03 eV



# 2
ORCA calculation (ωB97M-V/def2-TZVPD) on a 4-piece molecular cluster, C37H62NO7Si overall in a non-equilibrium geometry.

The geometry in XYZ format:
```
108
Properties=species:S:1:pos:R:3:mulliken_charge:R:1
Si -2.52560 0.48838 -0.46057 0.006
O 7.36777 1.62062 -2.95524 -0.585
O -8.72618 2.12402 2.12643 -0.374
O 8.90049 3.10172 -2.18298 -0.384
O -5.25839 5.00535 -3.91592 -0.351
O -7.15801 0.54931 1.68201 -0.542
O -5.86242 3.46206 -2.37156 -0.492
O 6.82741 -1.42944 0.78557 -0.589
N 5.60276 -1.33383 1.25212 0.587
C -3.04945 -1.24271 -1.18672 -0.510
C -2.97095 -2.36004 -0.01795 0.186
C 3.09788 -0.88679 0.63861 -1.199
C -0.59380 0.54975 -0.70536 -0.697
C -0.40836 -4.52312 0.36105 -0.905
C 8.21193 1.92744 -2.15257 0.537
C -7.72697 2.18237 -0.00236 0.455
C -2.77382 -3.85899 -0.55418 -1.029
C -7.79703 1.51213 1.34262 0.438
C -2.83851 0.56076 1.42440 0.636
C 8.69224 1.07174 -1.01286 0.271
C 4.65418 -0.71170 0.28012 1.832
C 2.86617 -1.40819 2.15556 0.330
C 4.86702 -1.13168 -1.25360 -1.465
C 5.36273 -3.86656 0.63231 -1.496
C 5.18089 -2.69285 1.71024 1.294
C -5.29956 5.08837 -5.34502 -0.458
C -1.94353 1.28098 3.87311 -0.541
C -8.40517 3.50804 0.26761 -0.539
C -6.02337 2.93276 -4.72144 -0.355
C 0.58005 -3.30297 0.72493 0.616
C 4.95086 0.90128 0.34208 -1.201
C -3.19615 0.65569 4.58921 -0.417
C -9.37021 3.16048 1.37720 -0.464
C -5.28509 3.65671 -5.82703 -0.519
C -3.23158 1.96439 -1.45210 -0.741
C -5.70893 3.78415 -3.52172 0.457
C -1.74593 1.24302 2.32150 -0.212
C 1.32382 -1.49996 2.59004 -0.641
C 9.41935 2.07671 -0.14534 -0.615
C 6.18231 -3.07310 2.94627 -1.469
C 9.89722 3.09394 -1.15508 -0.418
C -4.29961 0.00051 3.69893 -0.705
C 3.69165 -2.77803 2.31064 -1.233
C 0.61426 -2.91030 2.28061 -0.887
C -4.07159 -0.02355 2.16725 -0.191
C -1.25308 -4.20101 -0.98645 -0.515
H 7.85505 0.61539 -0.48362 -0.311
H 4.32997 -0.32288 -1.88551 0.495
H -5.73610 3.52957 -6.81264 0.319
H -6.69365 2.31718 -0.32100 -0.404
H 0.24859 -5.44333 0.11267 0.306
H 5.13321 -4.85446 1.19346 0.418
H -9.56975 4.01386 2.02780 0.333
H 7.18354 -3.40034 2.51147 0.328
H -4.43575 5.64972 -5.70520 0.321
H -5.65337 1.91605 -4.58925 0.254
H 6.45303 -3.98345 0.27196 0.327
H 9.98435 4.09153 -0.72073 0.351
H 4.61272 -3.83391 -0.23618 0.240
H -0.16445 -0.11522 0.13733 -0.237
H -0.85223 -3.28020 -1.53126 0.239
H -3.32388 0.66243 5.71961 0.330
H -2.50444 2.86318 -1.48038 0.411
H 1.14398 -3.74899 2.87689 0.285
H 10.85699 2.81731 -1.60196 0.241
H 8.71123 2.54476 0.54608 0.225
H -1.10534 1.75938 4.47940 0.308
H 3.18510 -3.67999 1.79153 0.234
H -5.23621 -0.46172 4.15905 0.355
H -8.27998 1.58200 -0.72877 0.265
H -4.23450 2.36335 -1.08732 0.027
H 5.33245 1.24280 -0.69141 0.242
H -8.89331 3.93783 -0.60874 0.350
H 1.61118 -3.56652 0.30294 0.135
H -10.32117 2.77579 0.99610 0.251
H 5.95719 -1.11592 -1.60587 0.216
H 6.25950 -2.17139 3.65810 0.355
H 10.22837 1.64284 0.44486 0.382
H 4.36378 -2.12250 -1.54890 0.272
H -4.13914 -1.16150 -1.56002 0.330
H 3.73665 -3.03899 3.42720 0.256
H 5.79884 1.10256 1.09670 0.218
H -7.10372 2.93251 -4.88489 0.300
H -0.19579 1.60868 -0.49017 0.348
H -0.81114 1.70908 1.83868 0.258
H 0.22165 -2.36702 0.15644 -0.371
H 3.36574 -0.64945 2.87611 0.451
H -2.17807 -2.05014 0.74412 -0.137
H -3.31690 1.62317 -2.55693 0.153
H -4.87948 -0.53871 1.53754 0.314
H 0.71300 -0.61396 2.16621 -0.192
H -2.29849 -1.45602 -2.02101 0.321
H -0.46892 -2.89784 2.67245 0.546
H -4.25387 3.29320 -5.87880 0.263
H 4.04368 1.50471 0.67630 0.298
H 9.36728 0.30569 -1.40188 0.305
H -3.00937 -4.56399 0.33393 0.389
H -3.98341 -2.30387 0.53970 0.162
H -3.53451 -4.06499 -1.38097 0.330
H 5.72907 -3.96472 3.50967 0.388
H -7.66720 4.23035 0.63046 0.246
H 2.47185 0.05640 0.47690 0.243
H 1.30263 -1.37563 3.74189 0.415
H -1.24439 -5.14449 -1.64484 0.397
H 2.68525 -1.72378 -0.04196 -0.081
H -0.29056 0.16299 -1.74440 0.421
H -6.21204 5.61659 -5.63748 0.263
H -1.06234 -4.72287 1.27415 0.388
```

* Kohn-Sham gap (alpha / beta): 8.894 / 8.293 eV
* total charge: 0
* multiplicity: 2
* F_max: 4.91 eV/A
* HOMO level (alpha / beta): -8.38 / -8.38 eV